Record 1
{
  "formula": "C72H172ClN5O17P3",
  "method": "ωB97M-V/def2-TZVPD",
  "species": ["C", "C", "C", "O", "C", "N", "H", "H", "H", "H", "H", "H", "H", "H", "H", "H", "H", "H", "C", "C", "C", "O", "C", "N", "H", "H", "H", "H", "H", "H", "H", "H", "H", "H", "H", "H", "C", "C", "C", "O", "C", "N", "H", "H", "H", "H", "H", "H", "H", "H", "H", "H", "H", "H", "C", "C", "C", "O", "C", "N", "H", "H", "H", "H", "H", "H", "H", "H", "H", "H", "H", "H", "C", "C", "C", "O", "C", "N", "H", "H", "H", "H", "H", "H", "H", "H", "H", "H", "H", "H", "C", "C", "C", "C", "P", "C", "C", "C", "C", "C", "C", "C", "C", "C", "C", "C", "C", "H", "H", "H", "H", "H", "H", "H", "H", "H", "H", "H", "H", "H", "H", "H", "H", "H", "H", "H", "H", "H", "H", "H", "H", "H", "H", "H", "H", "H", "H", "H", "H", "H", "H", "H", "H", "C", "C", "C", "C", "P", "C", "C", "C", "C", "C", "C", "C", "C", "C", "C", "C", "C", "H", "H", "H", "H", "H", "H", "H", "H", "H", "H", "H", "H", "H", "H", "H", "H", "H", "H", "H", "H", "H", "H", "H", "H", "H", "H", "H", "H", "H", "H", "H", "H", "H", "H", "H", "H", "C", "C", "C", "C", "P", "C", "C", "C", "C", "C", "C", "C", "C", "C", "C", "C", "C", "H", "H", "H", "H", "H", "H", "H", "H", "H", "H", "H", "H", "H", "H", "H", "H", "H", "H", "H", "H", "H", "H", "H", "H", "H", "H", "H", "H", "H", "H", "H", "H", "H", "H", "H", "H", "Cl", "O", "C", "O", "O", "H", "O", "C", "O", "O", "H", "O", "C", "O", "O", "H", "O", "C", "O", "O", "H"],
  "xyz": [[-1.244, -4.650, 2.228], [-0.236, -3.550, 1.727], [-0.240, -2.404, 2.724], [-1.535, -1.876, 2.811], [-1.813, -0.868, 3.801], [1.078, -4.149, 1.720], [1.202, -4.637, 0.803], [2.539, -2.687, 1.845], [1.073, -4.901, 2.396], [-1.124, -4.780, 3.279], [-1.037, -5.638, 1.790], [-2.256, -4.375, 1.994], [-0.533, -3.178, 0.731], [0.603, -1.774, 2.472], [0.076, -2.763, 3.737], [-0.889, -0.354, 4.008], [-2.200, -1.466, 4.685], [-2.491, -0.133, 3.421], [4.273, -0.231, -3.451], [4.136, -0.027, -4.928], [5.111, -0.562, -5.946], [5.261, -1.964, -5.878], [6.135, -2.456, -6.956], [2.791, -0.676, -5.355], [2.052, 0.099, -5.502], [2.881, -1.288, -6.154], [2.367, -1.212, -4.546], [3.254, -0.146, -3.057], [4.956, 0.547, -2.984], [4.531, -1.258, -3.179], [4.045, 1.022, -5.118], [6.084, -0.139, -5.971], [4.694, -0.300, -6.916], [7.175, -2.230, -6.652], [5.864, -2.045, -7.917], [5.996, -3.520, -7.024], [-1.542, 0.210, -6.396], [-2.378, 0.107, -5.123], [-3.223, -1.121, -5.308], [-4.179, -1.218, -4.291], [-5.253, -2.087, -4.701], [-1.551, -0.033, -3.844], [-2.271, -0.157, -3.122], [-0.898, -0.857, -3.709], [-0.855, 0.765, -3.652], [-0.699, 0.922, -6.400], [-2.194, 0.431, -7.200], [-1.142, -0.816, -6.592], [-3.002, 0.963, -4.971], [-2.489, -1.965, -5.278], [-3.694, -1.110, -6.362], [-5.704, -1.739, -5.666], [-5.939, -1.946, -3.869], [-4.881, -3.135, -4.764], [1.802, 0.334, -0.302], [0.491, 0.696, -0.928], [-0.636, 0.063, -0.144], [-1.793, 0.138, -0.955], [-2.975, 0.133, -0.185], [0.157, 2.174, -0.983], [0.042, 2.493, -1.929], [-0.707, 2.480, -0.404], [0.970, 2.759, -0.600], [1.911, -0.742, -0.238], [1.870, 0.767, 0.670], [2.642, 0.741, -0.810], [0.373, 0.386, -1.963], [-0.878, 0.619, 0.829], [-0.441, -1.020, 0.022], [-2.965, -0.765, 0.447], [-3.857, -0.047, -0.796], [-3.035, 1.057, 0.391], [-1.795, 6.819, -0.872], [-0.346, 6.589, -1.036], [0.630, 7.799, -1.179], [1.927, 7.282, -1.081], [2.999, 7.975, -1.787], [0.151, 5.821, 0.115], [-0.481, 5.070, 0.414], [1.033, 5.284, -0.142], [0.363, 6.442, 0.923], [-2.242, 5.806, -0.808], [-2.196, 7.354, -1.743], [-1.916, 7.447, -0.002], [-0.190, 5.927, -1.889], [0.403, 8.526, -0.364], [0.584, 8.337, -2.113], [3.747, 7.269, -2.142], [3.488, 8.586, -1.078], [2.688, 8.619, -2.653], [-1.382, 3.672, 5.981], [-2.124, 3.251, 4.733], [-3.639, 3.171, 4.882], [-4.244, 3.110, 3.506], [-5.965, 2.916, 3.118], [-6.177, 2.957, 1.286], [-5.721, 4.250, 0.549], [-5.794, 4.158, -0.936], [-5.663, 5.557, -1.609], [-6.419, 1.264, 3.697], [-5.691, 0.105, 2.972], [-6.083, -1.311, 3.514], [-7.355, -1.888, 2.881], [-6.985, 4.089, 4.089], [-6.870, 5.537, 3.757], [-7.603, 6.433, 4.760], [-7.360, 7.928, 4.591], [-0.300, 3.436, 5.987], [-1.726, 3.038, 6.824], [-1.515, 4.672, 6.348], [-1.745, 2.343, 4.287], [-1.899, 4.012, 3.971], [-4.063, 4.083, 5.332], [-3.986, 2.448, 5.590], [-3.731, 2.298, 2.922], [-3.905, 4.015, 3.026], [-7.266, 2.690, 1.123], [-5.626, 2.074, 0.935], [-4.677, 4.546, 0.902], [-6.456, 5.023, 0.820], [-6.657, 3.631, -1.268], [-4.930, 3.654, -1.287], [-5.172, 5.550, -2.574], [-5.135, 6.305, -0.979], [-6.693, 5.875, -1.731], [-7.502, 1.196, 3.555], [-6.153, 1.313, 4.821], [-4.643, 0.377, 2.976], [-6.055, 0.173, 1.948], [-6.235, -1.359, 4.547], [-5.206, -1.968, 3.200], [-7.523, -1.808, 1.810], [-8.182, -1.220, 3.315], [-7.576, -2.840, 3.286], [-6.635, 3.918, 5.142], [-7.995, 3.684, 3.908], [-7.228, 5.755, 2.735], [-5.822, 5.790, 3.757], [-7.156, 6.102, 5.723], [-8.641, 6.176, 4.738], [-8.231, 8.375, 5.027], [-7.158, 8.285, 3.605], [-6.486, 8.097, 5.226], [2.198, -8.064, -0.727], [1.527, -7.835, -2.126], [-0.030, -7.842, -2.131], [-0.518, -6.565, -1.431], [-2.119, -6.004, -2.052], [-3.350, -7.211, -1.571], [-3.627, -7.457, -0.081], [-4.743, -8.410, 0.073], [-4.390, -9.834, -0.209], [-2.052, -5.929, -3.883], [-0.830, -5.129, -4.484], [-0.353, -5.671, -5.869], [-1.548, -5.547, -6.890], [-2.651, -4.426, -1.372], [-3.922, -3.899, -2.081], [-5.057, -3.313, -1.212], [-6.145, -4.376, -0.680], [2.004, -7.161, -0.138], [3.257, -8.166, -0.950], [1.971, -8.990, -0.232], [1.834, -8.695, -2.828], [1.847, -6.912, -2.587], [-0.496, -8.731, -1.637], [-0.348, -7.881, -3.187], [0.203, -5.746, -1.574], [-0.713, -6.798, -0.383], [-2.940, -8.094, -2.000], [-4.244, -6.989, -2.190], [-4.002, -6.516, 0.278], [-2.795, -7.869, 0.535], [-5.559, -8.067, -0.533], [-5.056, -8.273, 1.125], [-5.202, -10.488, 0.239], [-3.471, -10.083, 0.261], [-4.336, -10.134, -1.238], [-2.956, -5.376, -4.217], [-2.109, -6.944, -4.352], [0.065, -5.138, -3.881], [-1.151, -4.059, -4.510], [-0.156, -6.770, -5.740], [0.571, -5.201, -6.141], [-1.906, -4.523, -6.817], [-2.256, -6.274, -6.455], [-1.272, -5.863, -7.864], [-1.774, -3.794, -1.429], [-2.878, -4.567, -0.346], [-4.410, -4.716, -2.728], [-3.674, -3.074, -2.792], [-5.545, -2.565, -1.773], [-4.576, -2.783, -0.416], [-6.974, -4.401, -1.440], [-6.520, -4.131, 0.332], [-5.711, -5.369, -0.579], [7.502, 5.349, 5.622], [8.344, 5.317, 4.285], [7.575, 4.390, 3.364], [8.042, 2.923, 3.449], [6.806, 1.825, 2.737], [7.219, 0.169, 3.200], [7.672, -0.255, 4.615], [7.620, -1.748, 4.873], [6.277, -2.432, 4.501], [5.274, 2.388, 3.498], [4.016, 1.470, 3.206], [2.846, 2.107, 3.794], [1.568, 1.277, 3.599], [6.610, 1.847, 0.959], [7.785, 2.456, 0.218], [7.655, 2.217, -1.264], [7.735, 0.738, -1.627], [6.416, 5.455, 5.455], [7.699, 6.153, 6.271], [7.574, 4.369, 6.161], [9.374, 5.074, 4.341], [8.331, 6.286, 3.862], [7.715, 4.720, 2.352], [6.582, 4.610, 3.677], [8.201, 2.589, 4.484], [8.947, 2.879, 2.872], [8.082, 0.030, 2.516], [6.413, -0.524, 2.841], [7.078, 0.256, 5.389], [8.741, 0.017, 4.793], [7.914, -1.867, 5.907], [8.452, -2.275, 4.313], [6.087, -2.423, 3.421], [5.448, -1.901, 5.022], [6.283, -3.518, 4.799], [5.146, 3.394, 3.145], [5.502, 2.420, 4.594], [4.152, 0.466, 3.657], [3.899, 1.488, 2.128], [2.626, 3.137, 3.419], [3.070, 2.342, 4.843], [0.741, 1.418, 4.279], [1.745, 0.164, 3.812], [1.190, 1.343, 2.596], [5.709, 2.417, 0.777], [6.373, 0.787, 0.841], [8.715, 2.042, 0.578], [7.797, 3.516, 0.510], [8.418, 2.786, -1.823], [6.634, 2.575, -1.453], [8.741, 0.449, -1.237], [7.679, 0.551, -2.711], [6.852, 0.236, -1.239], [-1.872, 3.326, 0.809], [5.165, -1.441, 0.777], [4.055, -2.223, 0.786], [3.337, -2.054, 1.842], [3.853, -3.096, -0.028], [5.523, -1.366, -0.107], [2.101, 3.507, -4.341], [1.244, 2.459, -4.609], [1.509, 1.743, -5.618], [0.228, 2.382, -3.834], [2.824, 3.449, -4.942], [2.236, -2.591, -2.805], [0.884, -2.474, -2.783], [0.315, -2.666, -1.717], [0.374, -2.025, -3.897], [2.669, -2.921, -1.987], [3.768, 5.339, 0.063], [3.206, 4.092, 0.079], [3.954, 3.128, 0.300], [1.951, 3.989, -0.178], [3.168, 5.803, -0.513]],
  "total_energy_ha": -5882.9875,
  "total_charge": 3,
  "fmax_ev_per_a": 3.932,
  "homo_lumo_gap_ha": 0.369
}



Record 2
{
  "formula": "C9H11FN2O8S",
  "method": "ωB97M-V/def2-TZVPD",
  "species": ["N", "C", "O", "C", "C", "N", "O", "S", "O", "O", "F", "H", "H", "H", "H", "H", "H", "H", "O", "C", "C", "C", "O", "C", "O", "C", "C", "O", "H", "H", "H", "H"],
  "xyz": [[-0.389, 0.274, 1.561], [-0.103, 1.669, 1.502], [0.858, 2.067, 2.064], [-0.935, 2.701, 0.706], [-2.385, 2.241, 0.377], [-3.104, 1.741, 1.555], [-3.075, 2.592, 2.641], [-4.677, 1.226, 1.193], [-5.067, 1.527, -0.139], [-5.587, 1.627, 2.191], [-4.539, -0.357, 1.269], [-1.386, 0.072, 1.529], [0.091, -0.185, 0.785], [-1.030, 3.592, 1.351], [-0.390, 2.979, -0.209], [-2.277, 1.386, -0.318], [-2.916, 3.027, -0.190], [-2.956, 3.515, 2.357], [0.352, -1.604, -0.860], [1.502, -1.933, -1.105], [2.235, -2.900, -0.302], [3.501, -3.211, -0.608], [4.202, -4.094, 0.104], [4.205, -2.580, -1.771], [5.360, -2.882, -1.995], [3.460, -1.627, -2.589], [2.195, -1.322, -2.284], [1.481, -0.455, -3.012], [1.717, -3.346, 0.536], [5.081, -4.137, -0.319], [3.971, -1.191, -3.436], [0.605, -0.410, -2.584]],
  "total_energy_ha": -1558.9483,
  "smiles": "NC(=O)CCN(O)S(=O)(=O)F.O=C1C=C(O)C(=O)C=C1O",
  "fmax_ev_per_a": 2.019,
  "e_above_lowest_kcal_mol": 12.6,
  "homo_lumo_gap_ha": 0.300
}